Below is 11 unconnected molecules or ions with the total composition C22H66O11 in a non-equilibrium geometry, with properties calculated with ωB97M-V/def2-TZVPD.

Geometry as XYZ:
```
99
C22H66O11, DFT ωB97M-V/def2-TZVPD
C -0.876 -1.050 -0.430
C 0.295 -0.166 0.100
O 0.815 -0.567 1.325
H -0.820 -2.089 -0.103
H -0.946 -1.004 -1.517
H -1.848 -0.721 -0.063
H 0.085 0.903 0.102
H 1.084 -0.169 -0.651
H 1.623 -0.061 1.436
C 3.130 2.312 4.532
C 3.349 3.145 3.305
O 3.725 2.266 2.311
H 3.784 1.442 4.579
H 2.088 1.995 4.557
H 3.309 2.914 5.424
H 4.161 3.854 3.462
H 2.462 3.672 2.954
H 4.132 2.795 1.622
C -2.264 -2.287 -7.947
C -1.935 -0.952 -7.275
O -0.804 -0.441 -7.906
H -2.554 -2.240 -8.997
H -3.112 -2.855 -7.566
H -1.487 -3.048 -8.021
H -1.787 -1.235 -6.233
H -2.775 -0.264 -7.370
H -0.191 -1.177 -7.963
C -4.262 -6.331 0.157
C -3.829 -6.633 1.668
O -4.724 -7.678 1.988
H -3.763 -5.414 -0.157
H -5.330 -6.223 -0.033
H -3.864 -7.103 -0.502
H -4.031 -5.803 2.345
H -2.799 -6.974 1.767
H -4.951 -7.487 2.901
C 4.485 3.222 -2.537
C 3.668 4.261 -1.786
O 4.498 4.834 -0.845
H 4.865 2.499 -1.815
H 5.358 3.599 -3.069
H 3.988 2.553 -3.240
H 2.681 3.984 -1.417
H 3.451 5.136 -2.399
H 4.062 5.557 -0.388
C -5.266 0.817 -3.050
C -6.056 1.949 -2.227
O -7.408 2.057 -2.735
H -5.181 -0.056 -2.403
H -4.298 1.242 -3.312
H -5.790 0.470 -3.941
H -5.645 2.951 -2.108
H -6.057 1.614 -1.190
H -7.475 2.815 -3.320
C 2.080 -3.641 -4.584
C 2.836 -4.033 -5.749
O 2.102 -3.432 -6.749
H 1.163 -4.207 -4.423
H 1.928 -2.563 -4.521
H 2.686 -3.813 -3.694
H 2.891 -5.083 -6.039
H 3.863 -3.675 -5.670
H 2.560 -3.462 -7.592
C 5.985 -2.565 2.444
C 6.565 -2.601 1.015
O 8.008 -2.592 1.133
H 4.917 -2.370 2.341
H 6.378 -1.734 3.028
H 6.022 -3.551 2.907
H 6.311 -1.666 0.515
H 6.119 -3.376 0.392
H 8.194 -3.118 1.914
C -5.508 1.313 3.610
C -4.395 2.377 3.476
O -4.814 3.553 4.082
H -6.466 1.565 3.155
H -5.871 1.178 4.629
H -5.149 0.369 3.200
H -4.388 2.601 2.410
H -3.430 2.007 3.821
H -4.702 3.351 5.014
C -0.724 6.439 0.978
C -0.043 7.755 0.532
O 1.033 7.866 1.397
H -0.814 6.525 2.061
H -0.249 5.480 0.771
H -1.765 6.365 0.663
H -0.689 8.631 0.598
H 0.420 7.639 -0.448
H 1.435 8.704 1.155
C 1.044 -1.938 7.554
C 0.567 -2.857 6.351
O -0.168 -2.176 5.376
H 0.213 -1.660 8.202
H 1.471 -0.974 7.277
H 1.757 -2.456 8.195
H -0.118 -3.601 6.758
H 1.341 -3.431 5.842
H 0.435 -1.975 4.657
```

Summary:
Energy above the lowest of the compared OMol25 structures with the same formula, charge and spin: 6.484 eV
HOMO level: -10.100 eV
Lowest unoccupied orbital energy: 0.2 eV
Kohn-Sham gap: 10.28 eV
SMILES: CCO.CCO.CCO.CCO.CCO.CCO.CCO.CCO.CCO.CCO.CCO